Formula: C5H13OP
Source: the Open Molecules 2025 dataset
Level of theory: ωB97M-V/def2-TZVPD

For the strongest force on any atom, the calculation gives 4.73 eV Å⁻¹. The value obtained for the HOMO-LUMO gap (alpha / beta) is 9.72 / 5.91 eV. For the HOMO energy (alpha / beta), the calculation gives -9.3 / -7.1 eV. The value obtained for the energy is -614.7307 Eh.

Last column: Löwdin charge in e.
Element x y z (Å)
C: -1.6298 -0.7651 -0.1898  -0.10
C: -0.3345 0.6559 1.4199  -0.11
C: -0.6547 1.4492 -0.9397  -0.09
C: 1.4991 -1.2604 -1.0437  -0.13
C: -0.7879 0.3932 0.0596  -0.44
O: 2.5633 1.1501 0.0283  -0.44
P: 2.3620 -0.3059 0.1280  0.55
H: -1.9405 -1.2117 0.7608  0.08
H: -1.1258 -1.4570 -0.8014  0.03
H: -2.6521 -0.6041 -0.7506  0.13
H: -1.1838 1.2423 1.8485  0.11
H: -0.1889 -0.3746 1.9421  0.11
H: 0.5511 1.2514 1.2919  0.04
H: 0.4459 1.9066 -0.7399  0.12
H: -0.6291 1.0861 -1.9050  0.04
H: -1.3786 2.3385 -0.8446  0.11
H: 0.8699 -2.0044 -0.6168  -0.01
H: 1.6508 -1.2919 -2.1474  0.05
H: 1.9040 -0.6266 1.2884  -0.04
H: 3.5244 -0.9323 0.3334  -0.02

Formula: C5H13OP
Source: the Open Molecules 2025 dataset
Level of theory: ωB97M-V/def2-TZVPD

For the strongest force on any atom, the calculation gives 3.02 eV Å⁻¹. The value obtained for the HOMO-LUMO gap is 9.55 eV. For the HOMO energy, the calculation gives -8.7 eV. The value obtained for the energy is -614.8307 Eh.

Last column: Löwdin charge in e.
Element x y z (Å)
C: -0.0736 3.6988 2.0816  -0.25
P: 0.9000 2.3547 1.3230  0.58
O: 0.0048 1.2908 0.8960  -0.47
H: 0.4209 4.5295 2.4677  0.00
H: -0.6730 3.4275 3.0205  0.08
H: -0.8982 3.7772 1.3053  0.06
H: 1.8210 1.9915 2.3386  -0.01
H: 1.7726 2.6437 0.1896  0.02
C: -0.2786 -3.0314 -2.1421  -0.01
C: -0.2320 -2.1236 -1.2048  -0.46
C: -1.5732 -1.8060 -0.5909  -0.09
C: 1.0323 -1.3728 -0.8822  -0.09
H: -1.2539 -3.6050 -2.3817  0.10
H: 0.6615 -3.2702 -2.5685  0.04
H: -2.1094 -2.7547 -0.3306  0.08
H: -1.3946 -1.0691 0.2635  0.08
H: -2.2298 -1.3759 -1.3852  0.08
H: 0.9867 -0.2466 -1.1514  0.09
H: 1.1565 -1.4145 0.1904  0.06
H: 1.9600 -1.6437 -1.4387  0.08

Formula: C5H13OPS
Source: the Open Molecules 2025 dataset
Level of theory: ωB97M-V/def2-TZVPD

For the strongest force on any atom, the calculation gives 3.71 eV Å⁻¹. The value obtained for the HOMO-LUMO gap is 7.77 eV. For the HOMO energy, the calculation gives -8.8 eV. The value obtained for the energy is -1013.0303 Eh.

Last column: Löwdin charge in e.
Element x y z (Å)
C: 2.4852 -0.1324 -0.7364  -0.11
C: 1.0381 -0.3454 -0.2637  -0.92
C: 0.7819 -0.6376 1.2114  -0.14
C: 0.3600 -1.4911 -1.0403  -0.14
S: 0.0985 1.2074 -0.6262  0.72
H: 3.1172 -1.0254 -0.4679  0.11
H: 2.4705 -0.0655 -1.7924  0.06
H: 2.8705 0.7732 -0.3097  0.06
H: -0.2538 -0.5437 1.4737  0.02
H: 1.2104 0.2412 1.7192  0.08
H: 1.2303 -1.4816 1.6662  0.07
H: 0.4121 -1.3331 -2.1778  0.10
H: 1.1109 -2.4069 -0.9309  0.11
H: -0.5332 -1.7103 -0.4613  0.04
H: -1.1396 0.9036 0.0464  -0.21
C: -4.5879 1.0013 0.4454  -0.31
P: -2.9768 0.2668 1.0290  0.84
O: -2.8359 -0.9088 0.1371  -0.48
H: -4.5460 1.6791 -0.4651  0.07
H: -4.9436 1.6664 1.2456  0.02
H: -5.3631 0.3524 0.2854  -0.01

Formula: C5H13P
Source: the Open Molecules 2025 dataset
Level of theory: ωB97M-V/def2-TZVPD

For the strongest force on any atom, the calculation gives 5.61 eV Å⁻¹. The value obtained for the HOMO-LUMO gap is 10.58 eV. For the HOMO energy, the calculation gives -9.5 eV. The value obtained for the energy is -539.5383 Eh.

Last column: Löwdin charge in e.
Element x y z (Å)
C: -0.3171 1.9158 -1.1464  -0.03
C: -0.1699 0.6080 -1.2254  -0.22
C: -0.8150 -0.6963 -0.7272  -0.35
C: 0.3424 -1.2865 0.2511  -0.03
C: -0.9762 -1.5452 -1.9823  -0.10
H: 0.3109 2.6029 -1.7309  0.06
H: -1.1829 2.3525 -0.6197  0.06
H: 0.7899 0.4471 -1.7771  0.11
H: -1.8840 -0.4864 -0.3241  0.16
H: 1.0266 -1.7483 -0.5160  0.10
H: -0.2130 -1.9081 0.8821  0.05
H: 0.7416 -0.5368 0.7865  -0.03
H: -1.6328 -1.0997 -2.5946  0.04
H: -1.4133 -2.4730 -1.6932  0.08
H: -0.1533 -1.6298 -2.5909  0.06
P: 0.7941 1.1325 3.2158  0.61
H: 1.1090 2.4252 3.4864  -0.23
H: 1.1647 1.4607 1.9367  -0.22
H: 2.2600 0.7453 3.3430  -0.12

Formula: C5H13P
Source: the Open Molecules 2025 dataset
Level of theory: ωB97M-V/def2-TZVPD

For the strongest force on any atom, the calculation gives 3.83 eV Å⁻¹. The value obtained for the HOMO-LUMO gap is 8.57 eV. For the HOMO energy, the calculation gives -7.5 eV. The value obtained for the energy is -539.5493 Eh.

Last column: Löwdin charge in e.
Element x y z (Å)
C: -1.7524 -0.3852 1.3456  -0.30
P: -0.4427 0.2304 0.4881  0.71
C: 1.0549 -0.0479 1.4381  -0.40
C: 2.3014 0.7014 0.8346  -0.16
C: -0.2742 -0.6486 -1.1802  -0.37
C: -1.4159 -0.1169 -2.0405  -0.18
H: -2.5495 -0.7442 0.5866  0.00
H: -2.0397 -0.0239 2.3041  -0.04
H: -0.0953 1.6148 -0.0807  0.05
H: 0.7911 -0.0034 2.5396  0.10
H: 1.2159 -1.1303 1.2495  0.08
H: 2.0367 0.7578 -0.2236  0.02
H: 2.4478 1.7777 1.1001  0.07
H: 3.2585 0.1546 1.0526  0.08
H: 0.6476 -0.3099 -1.6062  0.06
H: -0.3934 -1.6584 -1.0150  0.05
H: -2.2986 -0.2187 -1.3991  0.04
H: -1.1540 0.8885 -2.3864  0.06
H: -1.3382 -0.8377 -3.0072  0.12

Formula: C5H14
Source: the Open Molecules 2025 dataset
Level of theory: ωB97M-V/def2-TZVPD

The spin multiplicity is 2. Its charge is -1. For the strongest force on any atom, the calculation gives 3.76 eV Å⁻¹. The value obtained for the HOMO-LUMO gap (alpha / beta) is 2.73 / 11.49 eV. For the HOMO energy (alpha / beta), the calculation gives 1.6 / -7.1 eV. The value obtained for the energy is -198.7887 Eh. Its expectation value of S² is 0.7504.

Last column: Mulliken spin population.
Element x y z (Å)
C: -2.1557 -1.7770 -1.3199  0.93
C: -2.1295 -0.1464 -1.4010  -0.07
H: -3.2006 -2.2076 -1.4546  -0.24
H: -1.5456 -2.0510 -2.1919  -0.03
H: -1.6788 -2.1029 -0.4387  -0.29
H: -3.1945 0.2114 -1.4417  -0.05
H: -1.8198 0.2802 -0.5325  0.46
H: -1.5078 0.2650 -2.2537  -0.34
C: 1.5047 1.2225 0.9631  0.49
C: 0.3738 0.3342 1.4020  0.97
C: 2.8012 0.6531 0.6099  0.76
H: 1.1433 1.8199 0.0872  -0.15
H: 1.6464 1.9196 1.7964  0.00
H: 0.5382 -0.3068 2.3311  -0.73
H: 2.7003 -0.3496 0.0804  -0.26
H: 3.3331 1.2152 -0.1567  -0.12
H: 3.4135 0.5178 1.5320  -0.33
H: -0.3782 1.0549 1.7251  -0.32
H: 0.1559 -0.5525 0.6631  0.32

Formula: C5H14
Source: the Open Molecules 2025 dataset
Level of theory: ωB97M-V/def2-TZVPD

The spin multiplicity is 2. Its charge is -1. For the strongest force on any atom, the calculation gives 8.54 eV Å⁻¹. The value obtained for the HOMO-LUMO gap (alpha / beta) is 2.67 / 11.66 eV. For the HOMO energy (alpha / beta), the calculation gives 1.5 / -7.6 eV. The value obtained for the energy is -198.7729 Eh. Its expectation value of S² is 0.7504.

Last column: Mulliken spin population.
Element x y z (Å)
C: 0.4938 2.0001 0.9820  0.06
C: 1.5712 2.5345 0.0823  2.12
H: 0.9069 1.5664 1.8481  -0.45
H: -0.2451 2.8298 1.3694  -0.13
H: 0.0213 1.1651 0.3879  0.47
H: 2.1274 1.9373 -0.6086  -0.72
H: 2.2972 3.1933 0.5740  -0.51
H: 1.1035 3.2769 -0.5223  -0.28
C: -1.1912 -1.5412 -0.7504  0.15
C: 0.2210 -1.7673 -1.1775  -0.38
C: -1.4251 -1.6804 0.7780  0.36
H: -1.3327 -0.4720 -0.9660  0.05
H: -1.9590 -2.2175 -1.2469  -0.24
H: 0.3092 -1.9706 -2.3410  -0.17
H: 0.5611 -2.7268 -0.8789  -0.18
H: -1.0046 -0.7998 1.2949  0.05
H: -2.4977 -1.9328 0.8373  -0.12
H: 0.8012 -1.0567 -0.9248  1.09
H: -0.7584 -2.3384 1.2625  -0.18

Formula: C5H14
Source: the Open Molecules 2025 dataset
Level of theory: ωB97M-V/def2-TZVPD

The spin multiplicity is 2. Its charge is -1. For the strongest force on any atom, the calculation gives 3.47 eV Å⁻¹. The value obtained for the HOMO-LUMO gap (alpha / beta) is 2.61 / 11.43 eV. For the HOMO energy (alpha / beta), the calculation gives 1.6 / -7.3 eV. The value obtained for the energy is -198.8017 Eh. Its expectation value of S² is 0.7503.

Last column: Mulliken spin population.
Element x y z (Å)
C: 0.6228 -1.1938 -0.5175  -0.08
C: 1.7426 -1.8783 -1.4303  0.69
C: 1.3376 -0.9132 0.8131  2.19
H: 0.3088 -0.2781 -1.0064  -0.07
H: -0.1079 -1.9824 -0.3757  -0.22
H: 2.1214 -2.8392 -1.0978  -0.21
H: 2.3012 -0.3948 0.7483  -0.49
H: 2.5424 -1.1344 -1.2933  -0.16
H: 1.3695 -1.8060 -2.4591  -0.12
H: 0.7964 -0.2199 1.4513  -0.41
H: 1.6600 -1.8238 1.3830  -0.49
C: -2.3282 1.3802 0.1687  0.56
C: -1.2803 2.3210 0.7381  0.91
H: -3.3101 1.7531 -0.0835  -0.16
H: -1.9966 0.7303 -0.6617  -0.16
H: -2.5461 0.4938 0.8117  -0.22
H: -1.2638 3.2395 0.1406  -0.19
H: -1.6633 2.6477 1.6943  -0.36
H: -0.3064 1.8984 0.9763  -0.01

Formula: C5H14
Source: the Open Molecules 2025 dataset
Level of theory: ωB97M-V/def2-TZVPD

The spin multiplicity is 2. Its charge is -1. For the strongest force on any atom, the calculation gives 2.68 eV Å⁻¹. The value obtained for the HOMO-LUMO gap (alpha / beta) is 2.68 / 11.73 eV. For the HOMO energy (alpha / beta), the calculation gives 1.5 / -7.4 eV. The value obtained for the energy is -198.7939 Eh. Its expectation value of S² is 0.7502.

Last column: Mulliken spin population.
Element x y z (Å)
C: -0.9305 -0.9849 1.8403  -0.28
C: -0.4936 0.4463 2.2072  2.14
H: -0.2721 -1.2255 1.0045  0.25
H: -1.0089 -1.7948 2.5511  -0.39
H: -1.8470 -0.9733 1.2471  -0.03
H: -1.2334 0.9232 2.8523  -0.12
H: -0.1102 1.1562 1.4681  -0.36
H: 0.5014 0.5273 2.6734  -0.84
C: 0.6727 -0.2925 -1.0544  0.78
C: 1.5281 0.4677 -2.0703  0.24
C: -0.7605 0.3254 -1.0203  0.07
H: 0.6586 -1.3673 -1.2500  -0.09
H: 1.2288 -0.2078 -0.1129  0.50
H: 1.2111 0.2551 -3.0971  0.01
H: -0.8449 0.9628 -1.8982  -0.38
H: -1.3915 -0.5648 -1.0938  0.01
H: 2.5953 0.3442 -1.9028  -0.99
H: 1.3618 1.5378 -1.9319  0.18
H: -0.9768 0.9061 -0.1386  0.29

Formula: C5H14
Source: the Open Molecules 2025 dataset
Level of theory: ωB97M-V/def2-TZVPD

For the strongest force on any atom, the calculation gives 1.29 eV Å⁻¹. The value obtained for the HOMO-LUMO gap is 12.41 eV. For the HOMO energy, the calculation gives -11.3 eV. The value obtained for the energy is -198.8733 Eh.

Last column: Löwdin charge in e.
Element x y z (Å)
C: -0.8777 1.3278 2.0214  -0.13
C: -0.1601 2.0175 0.8689  -0.32
C: 0.9003 1.1567 0.1625  -0.11
H: -1.3313 0.4386 1.5797  0.07
H: -1.6656 1.8704 2.5518  0.07
H: -0.2269 1.0686 2.8517  0.07
H: -0.8945 2.4321 0.1687  0.10
H: 0.3191 2.9423 1.2048  0.09
H: 0.9426 1.3762 -0.9066  0.07
H: 1.8612 1.4229 0.5896  0.07
H: 0.6052 0.1145 0.1898  0.03
C: 0.1713 -1.6096 -2.0557  -0.17
C: -0.0613 -2.4093 -0.7797  -0.17
H: 1.0181 -0.9546 -1.8336  0.05
H: 0.3704 -2.2605 -2.9028  0.06
H: -0.6337 -0.9439 -2.3724  0.06
H: -1.0555 -2.8640 -0.8147  0.06
H: 0.6927 -3.2002 -0.7148  0.07
H: 0.0256 -1.9254 0.1916  0.04

Formula: C5H14
Source: the Open Molecules 2025 dataset
Level of theory: ωB97M-V/def2-TZVPD

For the strongest force on any atom, the calculation gives 4.41 eV Å⁻¹. The value obtained for the HOMO-LUMO gap is 12.28 eV. For the HOMO energy, the calculation gives -11.1 eV. The value obtained for the energy is -198.8345 Eh.

Last column: Löwdin charge in e.
Element x y z (Å)
C: 0.0278 2.4525 -0.5627  -0.10
C: -0.9544 1.6522 0.4133  -0.28
C: -0.2060 1.1176 1.6835  -0.14
H: 0.0707 3.5464 -0.5029  0.06
H: -0.5260 2.2558 -1.4598  0.04
H: 1.0662 2.0689 -0.4743  0.07
H: -1.7977 2.2264 0.8312  0.09
H: -1.2436 0.6506 0.0089  0.09
H: -0.6090 0.1874 1.9391  0.02
H: 0.8274 1.0183 1.2107  0.07
H: -0.1201 1.6724 2.6677  0.08
C: -0.1984 -2.5425 -0.3955  -0.20
C: 1.0442 -2.1045 -1.1141  -0.19
H: 0.1717 -2.8801 0.7053  0.11
H: -0.7075 -3.3954 -0.7862  0.04
H: -0.9334 -1.8079 -0.1477  0.03
H: 0.9193 -2.3106 -2.2379  0.08
H: 1.9253 -2.7641 -0.8126  0.08
H: 1.2436 -1.0433 -0.9661  0.05

Formula: C5H14
Source: the Open Molecules 2025 dataset
Level of theory: ωB97M-V/def2-TZVPD

For the strongest force on any atom, the calculation gives 2.45 eV Å⁻¹. The value obtained for the HOMO-LUMO gap is 12.17 eV. For the HOMO energy, the calculation gives -11.1 eV. The value obtained for the energy is -198.8536 Eh.

Last column: Löwdin charge in e.
Element x y z (Å)
C: 1.7260 -1.3641 2.1324  -0.13
C: 0.5374 -0.5099 2.6776  -0.31
C: -0.3781 -0.1643 1.5065  -0.14
H: 2.5409 -1.4221 2.8647  0.07
H: 1.3878 -2.3641 1.8694  0.07
H: 2.1128 -0.8471 1.2717  0.06
H: 1.0735 0.3188 3.1594  0.09
H: -0.1009 -1.0445 3.4086  0.10
H: -0.9456 0.7635 1.5522  0.06
H: -1.2638 -0.8824 1.4621  0.09
H: 0.1045 -0.3596 0.5658  0.04
C: -0.0945 1.0141 -2.7431  -0.18
C: -1.6299 0.9420 -2.8840  -0.17
H: 0.2370 1.8124 -3.4487  0.07
H: 0.3171 1.5082 -1.8521  0.05
H: 0.4077 0.0531 -2.8687  0.06
H: -2.2255 0.4449 -2.0924  0.06
H: -2.0243 1.9565 -2.9805  0.06
H: -1.7819 0.1445 -3.6009  0.05